[1]
Here is one molecule with the formula C6H5N3 at a distorted geometry from the OMol25 dataset. Energies are from ωB97M-V with the def2-TZVPD basis set.

Geometry (Å):
H  2.04620  1.82070  2.09103
N  1.05705  1.32969  2.13314
C  0.75484  0.96254  1.01115
C  1.46350  0.55961  -0.31791
C  0.63576  -0.27444  -1.08848
C  -0.66193  -0.23176  -0.57246
C  -1.66036  0.04823  -1.59294
N  -2.59545  -0.50062  -2.30434
C  -1.08699  -0.94948  0.72021
N  -0.66439  0.51304  0.83635
H  2.47758  0.63567  -0.60920
H  0.84191  -1.05574  -1.92065
H  -2.20261  -1.22858  0.61424
H  -0.40510  -1.62888  0.99985

Output
* energy relative to the best compared isomer or geometry (same formula, charge and spin): 5.5798 eV
* total charge: 0
* electronic energy: -10767.64666 eV
* maximum force: 0.232 hartree/bohr

---

[2]
Here is an isolated ion of composition C2H5INO and charge +1 at a distorted geometry from the OMol25 dataset. Energies are from ωB97M-V with the def2-TZVPD basis set.

Geometry (Å):
N  -0.43150  -0.26127  -0.15028
C  0.84157  0.44279  0.16997
C  2.18772  -0.78633  0.08436
O  1.96889  -1.94822  0.06833
I  3.98657  0.17660  -0.00206
H  -0.45435  -1.10481  0.35826
H  -0.67143  -0.18447  -1.12261
H  -1.07291  0.24106  0.35485
H  1.15698  1.13407  -0.60980
H  0.90525  0.66873  1.20553

Output
* energy relative to the best compared isomer or geometry (same formula, charge and spin): 0.6291 eV
* total charge: +1
* electronic energy: -13784.83005 eV
* maximum force: 0.096 hartree/bohr

---

[3]
Here is a 2-piece molecular cluster, C9H14 overall at a distorted geometry from the OMol25 dataset. Energies are from ωB97M-V with the def2-TZVPD basis set.

Geometry (Å):
C  0.16248  2.73919  -1.87377
C  0.31349  1.69859  -0.79001
C  -0.83760  1.38571  -0.04343
C  -0.74043  0.67987  1.13952
C  0.50961  0.37551  1.68617
C  1.64938  0.76097  1.01652
C  1.54265  1.41408  -0.21497
H  -0.60566  2.43486  -2.58711
H  1.08061  2.96186  -2.41587
H  -0.12590  3.71435  -1.46055
H  -1.82753  1.64689  -0.38785
H  -1.61389  0.50015  1.75161
H  0.50321  0.02491  2.71358
H  2.62177  0.55802  1.44337
H  2.44751  1.63672  -0.77086
C  0.06898  -2.55931  -0.18480
C  -1.29821  -3.04702  0.32308
H  0.07623  -1.47627  -0.17468
H  0.82044  -2.91185  0.51987
H  0.19696  -2.95013  -1.18653
H  -2.02177  -3.18239  -0.47661
H  -1.70977  -2.40907  1.11503
H  -1.21254  -3.99565  0.85831

Output
* energy relative to the best compared isomer or geometry (same formula, charge and spin): 0.4423 eV
* total charge: 0
* electronic energy: -9559.73919 eV
* maximum force: 0.038 hartree/bohr

---

[4]
Here is an isolated ion of composition C27H35N4O5S2 and charge +1 at a distorted geometry from the OMol25 dataset. Energies are from ωB97M-V with the def2-TZVPD basis set.

Geometry (Å):
C  -0.67647  3.83084  5.56674
C  -1.57024  3.43709  4.39690
C  -1.05310  3.99409  3.06404
C  -1.34726  5.48278  2.84775
C  -2.82642  5.73634  2.56327
C  -3.27640  4.89927  1.36917
C  -2.97459  3.42564  1.63170
N  -1.57871  3.20489  1.95546
S  -0.60613  3.05051  0.62124
O  0.76472  3.16151  1.02459
O  -1.05465  3.80646  -0.51268
C  -0.87621  1.30999  0.23568
C  -1.46196  0.93389  -0.95670
C  -1.54286  -0.40874  -1.28334
C  -1.00413  -1.36043  -0.42250
C  -0.96849  -2.77327  -0.84002
O  -1.94014  -3.36633  -1.32087
N  0.22491  -3.41279  -0.69116
C  0.32599  -4.86292  -0.73673
C  0.81508  -5.39738  -2.09247
C  -0.30526  -5.80791  -3.04622
N  -1.23250  -4.71603  -3.41126
C  -2.40821  -5.24082  -4.11908
C  -0.57953  -3.66094  -4.19927
C  1.39360  -2.66780  -0.59751
N  1.59823  -1.63703  -1.33418
C  2.75336  -0.99876  -1.00691
C  3.21192  0.18060  -1.60988
C  4.38969  0.67869  -1.12599
C  5.11587  0.04764  -0.09101
C  4.69367  -1.11222  0.50815
C  3.48768  -1.61801  0.02979
S  2.65122  -3.03531  0.58277
O  6.23120  0.76645  0.17271
C  6.19784  1.88851  -0.68879
O  5.05681  1.79198  -1.51614
C  -0.46579  -0.97177  0.80634
C  -0.40746  0.36743  1.13326
H  0.34105  3.48273  5.40569
H  -1.04993  3.39079  6.48816
H  -0.65249  4.90975  5.69306
H  -1.60304  2.34812  4.31715
H  -2.58509  3.78757  4.58487
H  0.02974  3.83936  3.02565
H  -1.02610  6.04953  3.72177
H  -0.75913  5.81781  1.98973
H  -2.98086  6.79585  2.35392
H  -3.42796  5.48125  3.43834
H  -4.34483  5.02682  1.18988
H  -2.73291  5.20856  0.47523
H  -3.19347  2.82241  0.74792
H  -3.57526  3.05174  2.46607
H  -1.82116  1.70214  -1.62329
H  -1.98307  -0.72153  -2.21753
H  -0.65263  -5.27594  -0.48071
H  1.03529  -5.15190  0.04240
H  1.41316  -6.29182  -1.91631
H  1.47529  -4.65946  -2.55025
H  -0.89423  -6.59716  -2.57315
H  0.13241  -6.21196  -3.96347
H  -1.58840  -4.25140  -2.49358
H  -2.91563  -5.98215  -3.50556
H  -2.11169  -5.70137  -5.06123
H  -3.10550  -4.43147  -4.32345
H  -0.14330  -4.08249  -5.10460
H  -1.31417  -2.90967  -4.48053
H  0.19891  -3.16951  -3.61951
H  2.65044  0.66320  -2.38883
H  5.25050  -1.58599  1.29740
H  7.10574  1.90283  -1.30935
H  6.14569  2.81091  -0.09049
H  -0.09743  -1.71702  1.49610
H  0.02481  0.70340  2.06167

Output
* energy relative to the best compared isomer or geometry (same formula, charge and spin): 0.0000 eV
* total charge: +1
* electronic energy: -66429.99281 eV
* maximum force: 0.026 hartree/bohr

---

[5]
Here is C11H15OS2 as an isolated structure at a distorted geometry from the OMol25 dataset. Energies are from ωB97M-V with the def2-TZVPD basis set.

Geometry (Å):
S  -4.28600  2.89198  -0.92625
S  -1.95497  3.74763  0.43163
O  -2.93237  1.08540  0.36025
C  -3.06925  2.31677  0.05825
C  2.52719  -0.69304  -1.04564
C  -1.65766  -0.77600  1.18178
C  -0.78901  -0.57283  -0.99801
C  2.09754  -1.55755  0.13737
C  2.00719  0.66655  -0.65483
C  -1.61124  0.63725  0.79018
C  -0.50291  -1.35471  0.28871
C  -0.57332  0.77335  -0.34283
C  0.90527  -0.92249  0.76083
C  0.87997  0.49197  0.30245
H  2.14839  -1.05470  -1.96477
H  3.56820  -0.75598  -1.13260
H  -2.58737  -1.32505  1.10850
H  -1.31402  -0.87921  2.26004
H  -0.17864  -0.98359  -1.79594
H  -1.84798  -0.71479  -1.34729
H  2.95195  -1.58570  0.76430
H  1.90261  -2.59476  -0.21838
H  2.93706  1.17415  -0.24144
H  1.67904  1.15422  -1.53406
H  -1.26645  1.29165  1.54537
H  -0.55090  -2.41546  0.14206
H  -0.58307  1.69571  -0.92809
H  0.98687  -0.89835  1.86506
H  1.11390  1.15757  1.13335

Output
* energy relative to the best compared isomer or geometry (same formula, charge and spin): 1.6442 eV
* total charge: -1
* electronic energy: -35368.35069 eV
* maximum force: 0.120 hartree/bohr

---

[6]
Here is C7H19N2O as an isolated structure at a distorted geometry from the OMol25 dataset. Energies are from ωB97M-V with the def2-TZVPD basis set.

Geometry (Å):
C  -0.36772  2.41626  -1.16640
C  -0.15173  0.11928  -2.29814
C  -0.42208  1.10247  1.46186
C  0.13349  -2.38824  0.45785
C  1.03601  -1.09474  2.08682
C  0.16074  0.97509  -1.05044
C  -0.47617  0.33605  0.15032
N  -1.62324  -0.32440  -0.19544
N  0.61013  -1.05557  0.69244
O  1.60034  0.79226  -0.89386
H  -0.23602  3.05377  -0.20236
H  -1.46998  2.25438  -1.31259
H  -0.00657  2.80274  -2.10699
H  -0.09111  -0.95594  -2.41374
H  0.65566  0.40737  -3.04666
H  -1.21326  0.37392  -2.62353
H  -0.96988  2.01435  1.37415
H  0.58138  1.16466  1.78105
H  -0.86715  0.56433  2.29942
H  0.79833  -3.08469  0.91834
H  -0.87565  -2.58822  0.74609
H  0.22614  -2.55747  -0.63049
H  0.21321  -1.27381  2.65545
H  1.69898  -1.97992  2.33224
H  1.50208  -0.22009  2.56479
H  -1.59327  -1.03581  -0.86220
H  -2.28177  -0.51417  0.55941
H  1.54832  -0.80341  0.17969
H  1.88077  1.49958  -1.45707

Output
* energy relative to the best compared isomer or geometry (same formula, charge and spin): 3.3035 eV
* total charge: +1
* electronic energy: -12586.79484 eV
* maximum force: 0.084 hartree/bohr

---

[7]
Here is a 2-piece molecular cluster, C2HF overall at a distorted geometry from the OMol25 dataset. Energies are from ωB97M-V with the def2-TZVPD basis set.

Geometry (Å):
C  1.50046  -0.33746  0.26861
C  -0.96354  0.99650  0.57729
F  -1.62156  0.12906  -0.05819
H  1.08464  -0.78810  -0.78772

Output
* energy relative to the best compared isomer or geometry (same formula, charge and spin): 2.2425 eV
* expectation value of S²: 2.015
* 2S+1: 3
* total charge: 0
* electronic energy: -4797.04117 eV
* maximum force: 0.041 hartree/bohr

---

[8]
Here is one molecule with the formula C4H5N3 from the OMol25 dataset. Energies are from ωB97M-V with the def2-TZVPD basis set.

Geometry (Å):
N  -1.80981  0.09902  -0.73557
C  -0.54096  0.05545  -0.19548
C  0.18182  -0.81797  0.81218
N  1.49031  -1.20485  0.32503
C  1.78034  -0.19555  -0.39607
N  0.77151  0.82825  -0.43420
C  0.09506  0.68954  0.88897
H  -2.22713  1.02000  -0.75613
H  -1.93011  -0.39341  -1.60971
H  -0.37586  -1.48299  1.46274
H  2.70201  -0.07342  -0.95654
H  -0.13718  1.47593  1.59477

Output
* energy relative to the best compared isomer or geometry (same formula, charge and spin): 3.7184 eV
* total charge: 0
* electronic energy: -8696.09397 eV
* maximum force: 0.008 hartree/bohr